1.
{
  "formula": "C11H25O22PS7",
  "method": "ωB97M-V/def2-TZVPD",
  "homo_lumo_gap_ev": 10.0,
  "smiles": "O=S1(=O)OCCO1.O=S1(=O)OCCO1.O=S1(=O)OCCO1.O=S1(=O)OCCO1.O=S1(=O)OCCO1.CS(=O)(=O)PS",
  "homo_ev": -9.926,
  "charge": 0,
  "symbols": ["O", "S", "O", "O", "C", "C", "O", "H", "H", "H", "H", "O", "S", "O", "O", "C", "C", "O", "H", "H", "H", "H", "O", "S", "O", "O", "C", "C", "O", "H", "H", "H", "H", "O", "S", "O", "O", "C", "C", "O", "H", "H", "H", "H", "O", "S", "O", "O", "C", "C", "O", "H", "H", "H", "H", "C", "S", "O", "O", "P", "S", "H", "H", "H", "H", "H"],
  "positions_angstrom": [[3.258, -2.670, 0.931], [3.740, -3.662, 0.035], [5.036, -3.577, -0.528], [2.661, -3.839, -1.131], [2.218, -5.204, -1.191], [2.356, -5.705, 0.226], [3.569, -5.098, 0.708], [2.871, -5.749, -1.876], [1.194, -5.252, -1.549], [2.426, -6.787, 0.282], [1.532, -5.363, 0.849], [-2.015, -1.524, 1.862], [-1.618, -0.527, 0.924], [-1.097, 0.716, 1.352], [-2.830, -0.289, -0.078], [-2.397, -0.537, -1.437], [-1.306, -1.574, -1.298], [-0.599, -1.183, -0.108], [-2.011, 0.396, -1.857], [-3.233, -0.891, -2.035], [-0.630, -1.588, -2.149], [-1.712, -2.576, -1.137], [4.642, 0.167, 5.948], [5.733, 0.225, 5.047], [7.052, 0.483, 5.492], [5.360, 1.253, 3.875], [5.436, 0.598, 2.601], [5.112, -0.849, 2.896], [5.751, -1.105, 4.157], [6.451, 0.711, 2.217], [4.733, 1.048, 1.905], [5.489, -1.527, 2.137], [4.039, -1.001, 3.017], [-1.424, 1.759, -2.912], [-0.770, 2.625, -3.836], [0.637, 2.655, -3.945], [-1.325, 4.099, -3.592], [-1.898, 4.618, -4.804], [-2.396, 3.398, -5.543], [-1.393, 2.397, -5.290], [-1.112, 5.130, -5.362], [-2.696, 5.317, -4.574], [-2.503, 3.566, -6.610], [-3.343, 3.043, -5.133], [-3.367, 8.564, -2.378], [-3.695, 7.191, -2.304], [-4.278, 6.495, -3.395], [-4.586, 6.951, -0.999], [-3.958, 5.981, -0.144], [-2.477, 6.134, -0.418], [-2.405, 6.374, -1.831], [-4.316, 4.990, -0.428], [-4.214, 6.176, 0.893], [-1.908, 5.246, -0.158], [-2.061, 7.000, 0.099], [-0.135, -3.642, 3.142], [-0.997, -5.053, 2.502], [-0.235, -6.198, 2.910], [-1.108, -4.977, 1.071], [-2.912, -5.333, 3.446], [-4.323, -4.032, 2.617], [-0.001, -3.785, 4.209], [0.842, -3.593, 2.667], [-0.671, -2.725, 2.942], [-2.642, -4.863, 4.755], [-3.737, -2.844, 2.367]],
  "atomic_forces_ev_per_a": [[0.08, 0.27, 0.04], [-0.38, -0.43, -0.06], [0.23, 0.16, 0.10], [-0.04, 0.05, 0.27], [0.20, -0.35, -0.23], [-0.50, 0.01, 0.21], [0.17, 0.07, -0.41], [0.00, 0.02, 0.00], [-0.03, 0.24, 0.05], [0.24, 0.02, 0.12], [-0.11, -0.07, 0.00], [-0.21, 0.20, 0.29], [-0.01, -0.11, -0.76], [0.11, 0.06, 0.32], [0.08, -0.33, 0.13], [0.28, 0.36, -0.37], [-0.36, -0.49, -0.04], [-0.05, 0.35, 0.04], [-0.24, -0.53, 0.34], [-0.15, -0.04, 0.24], [0.20, 0.14, 0.15], [0.03, 0.00, 0.00], [-0.05, 0.12, 0.23], [-0.13, -0.13, -0.47], [0.14, -0.03, 0.21], [-0.19, -0.21, 0.11], [0.38, -0.06, -0.26], [-0.47, -0.01, -0.06], [0.27, 0.30, -0.05], [-0.01, -0.02, -0.01], [-0.09, 0.12, 0.18], [0.13, -0.10, 0.16], [0.00, -0.02, -0.07], [0.35, 0.39, -0.25], [-0.35, 0.41, -0.29], [0.24, -0.26, 0.07], [-0.18, -0.37, 0.01], [0.16, 0.37, -0.44], [-0.43, -0.04, 0.24], [0.23, 0.19, 0.09], [0.01, -0.03, 0.00], [0.02, -0.07, 0.26], [0.22, -0.15, -0.04], [-0.01, 0.03, -0.02], [-0.17, 0.23, -0.25], [0.13, -0.21, 0.63], [0.05, 0.07, -0.30], [0.28, 0.15, -0.02], [-0.03, -0.45, -0.02], [0.12, 0.29, 0.35], [-0.31, -0.20, -0.11], [0.02, 0.00, 0.01], [-0.11, 0.20, -0.07], [0.03, -0.05, -0.25], [-0.01, -0.02, 0.02], [-0.16, 0.26, 0.22], [1.32, -0.03, -0.48], [0.22, -0.74, 1.18], [-0.85, 0.93, -0.59], [-0.64, -0.48, -0.08], [-0.13, 0.02, -0.21], [-0.04, -0.10, 0.11], [0.04, -0.23, -0.20], [-0.19, 0.04, -0.04], [0.34, 0.42, -0.28], [0.34, -0.13, 0.36]]
}


2.
{
  "formula": "C11H26BClNO9S3",
  "method": "ωB97M-V/def2-TZVPD",
  "homo_lumo_gap_ev": 7.1,
  "homo_ev": -4.912,
  "charge": -1,
  "symbols": ["O", "C", "O", "C", "C", "B", "O", "O", "N", "O", "C", "C", "C", "C", "S", "O", "O", "Cl", "H", "H", "H", "H", "H", "H", "H", "H", "H", "H", "H", "H", "H", "H", "C", "S", "O", "C", "H", "H", "H", "H", "H", "H", "C", "S", "O", "C", "H", "H", "H", "H", "H", "H"],
  "positions_angstrom": [[-0.526, -2.777, 0.156], [-0.750, -1.679, -0.378], [-0.840, -1.417, -1.601], [-0.918, -0.456, 0.551], [-2.101, -0.613, 1.525], [-3.330, 0.326, 1.223], [-4.195, 0.683, 2.243], [-3.595, 0.828, -0.025], [0.375, -0.125, 1.178], [0.577, -0.720, 2.443], [0.662, 1.299, 1.185], [1.531, 1.664, -0.030], [1.246, 3.046, -0.648], [0.963, 4.211, 0.294], [2.341, 4.970, 1.138], [1.868, 5.548, 2.356], [3.038, 5.799, 0.204], [3.635, 3.486, 1.665], [-1.130, 0.381, -0.112], [-2.480, -1.633, 1.418], [-1.827, -0.465, 2.570], [-3.826, 0.441, 3.095], [-4.544, 0.934, -0.145], [0.179, -0.143, 3.112], [-0.263, 1.889, 1.145], [1.201, 1.553, 2.098], [2.582, 1.507, 0.184], [1.271, 0.923, -0.787], [0.393, 2.933, -1.313], [2.084, 3.323, -1.290], [0.583, 5.046, -0.294], [0.222, 3.983, 1.055], [-0.731, 0.789, -3.336], [-0.412, 2.228, -4.352], [-1.345, 3.310, -3.920], [-1.080, 1.543, -5.875], [-0.431, 1.012, -2.319], [-1.791, 0.544, -3.347], [-0.146, -0.055, -3.697], [-2.123, 1.268, -5.719], [-0.494, 0.671, -6.165], [-1.010, 2.307, -6.648], [2.681, -6.321, 2.636], [1.091, -5.578, 3.040], [0.218, -6.687, 3.524], [0.619, -5.205, 1.358], [3.139, -6.663, 3.562], [2.526, -7.166, 1.965], [3.317, -5.571, 2.166], [0.610, -6.128, 0.776], [1.314, -4.484, 0.933], [-0.369, -4.755, 1.366]],
  "atomic_forces_ev_per_a": [[-0.11, -0.24, 0.33], [0.10, -0.01, -0.50], [0.04, 0.01, -0.04], [-0.08, 0.02, 0.23], [-0.28, 0.65, -0.43], [0.35, 0.01, 0.25], [-0.12, 0.13, -0.11], [-0.24, -0.58, -0.06], [0.22, -0.10, -0.04], [0.16, 0.12, 0.04], [0.31, 0.08, -0.13], [-0.66, -0.11, -0.22], [0.68, -0.32, 0.13], [-0.17, -0.47, -0.14], [-0.29, 0.89, -0.19], [-0.01, -0.18, 0.14], [0.20, -0.24, -0.08], [-0.06, -0.10, 0.01], [0.08, 0.08, -0.10], [0.12, -0.17, 0.28], [0.19, -0.27, 0.09], [-0.14, -0.18, 0.06], [0.05, 0.46, -0.03], [-0.20, -0.03, -0.02], [-0.14, 0.03, 0.16], [-0.06, -0.01, 0.13], [0.10, 0.03, 0.12], [0.10, -0.01, -0.13], [-0.25, 0.28, 0.07], [-0.01, 0.05, -0.11], [0.07, 0.22, 0.07], [0.08, -0.08, 0.17], [-0.03, 0.12, -0.15], [0.07, -0.11, 0.04], [-0.03, 0.04, 0.00], [-0.05, 0.00, -0.10], [0.01, -0.03, 0.03], [-0.02, 0.02, 0.02], [0.02, -0.03, 0.07], [0.00, 0.01, 0.05], [0.01, 0.00, 0.02], [0.01, 0.02, 0.02], [0.10, -0.04, 0.00], [-0.02, 0.09, -0.04], [0.04, -0.09, 0.00], [-0.02, -0.19, -0.03], [-0.03, 0.01, 0.02], [-0.05, 0.01, 0.00], [-0.01, 0.02, 0.00], [0.02, -0.03, 0.07], [-0.09, 0.11, 0.02], [0.05, 0.13, -0.01]]
}


3.
{
  "formula": "C11H26BrClN4O3P",
  "method": "ωB97M-V/def2-TZVPD",
  "homo_lumo_gap_ev": 8.2,
  "smiles": "CCOCCOCN/C(N(Cl)CCO)=[N+](\\[PH2]=N)[C@@H](Br)CC",
  "homo_ev": -12.455,
  "charge": 1,
  "symbols": ["C", "C", "O", "C", "C", "O", "C", "N", "C", "N", "Cl", "C", "C", "O", "N", "P", "N", "C", "Br", "C", "C", "H", "H", "H", "H", "H", "H", "H", "H", "H", "H", "H", "H", "H", "H", "H", "H", "H", "H", "H", "H", "H", "H", "H", "H", "H", "H"],
  "positions_angstrom": [[-1.528, -3.784, -2.757], [-1.969, -2.330, -2.851], [-2.210, -1.762, -1.563], [-3.535, -1.928, -1.127], [-3.645, -1.504, 0.366], [-2.406, -1.116, 0.943], [-2.146, 0.234, 0.861], [-0.854, 0.405, 1.547], [0.268, 0.870, 1.103], [0.427, 1.488, -0.146], [-0.697, 2.771, -0.433], [0.667, 0.578, -1.283], [1.615, 1.171, -2.319], [2.801, 0.395, -2.302], [1.435, 0.816, 1.893], [1.821, -0.810, 2.399], [1.216, -1.795, 1.378], [1.562, 2.058, 2.724], [2.578, 1.667, 4.319], [2.176, 3.214, 1.948], [3.502, 2.892, 1.261], [-1.319, -4.171, -3.764], [-2.311, -4.415, -2.315], [-0.621, -3.877, -2.150], [-2.866, -2.223, -3.481], [-1.185, -1.717, -3.311], [-3.856, -2.978, -1.228], [-4.207, -1.317, -1.749], [-3.989, -2.337, 0.989], [-4.382, -0.692, 0.468], [-2.063, 0.621, -0.156], [-2.872, 0.833, 1.437], [-0.868, 0.064, 2.501], [-0.305, 0.275, -1.699], [1.121, -0.323, -0.848], [1.818, 2.224, -2.076], [1.146, 1.140, -3.312], [3.540, 0.914, -2.590], [3.194, -0.723, 2.608], [1.242, -0.864, 3.672], [1.886, -2.331, 0.844], [0.563, 2.327, 3.087], [2.312, 4.037, 2.662], [1.427, 3.544, 1.212], [4.322, 2.808, 1.982], [3.759, 3.694, 0.560], [3.438, 1.955, 0.696]],
  "atomic_forces_ev_per_a": [[-0.07, -0.08, -0.12], [0.00, -0.02, -0.13], [0.14, 0.19, -0.04], [-0.11, -0.10, 0.12], [-0.42, -0.16, 0.00], [0.05, 0.00, 0.14], [0.09, 0.23, -0.09], [0.11, 0.40, 0.02], [0.60, 0.00, -0.32], [-0.25, 0.28, 0.76], [-0.06, -0.19, -0.15], [-0.06, -0.26, -0.06], [-0.07, 0.15, -0.15], [-0.51, -0.35, 0.42], [-1.09, -0.39, 0.00], [-0.16, 0.08, -0.18], [0.22, -0.05, 0.13], [-0.03, 0.10, -0.50], [0.19, -0.03, 0.16], [0.05, 0.17, -0.01], [0.01, 0.01, -0.04], [-0.04, 0.08, 0.27], [0.18, 0.16, -0.09], [-0.19, 0.05, -0.12], [0.16, -0.05, 0.13], [-0.06, -0.13, 0.09], [0.09, 0.23, 0.04], [0.03, -0.10, 0.13], [0.05, 0.15, -0.27], [0.17, -0.15, 0.03], [-0.02, -0.17, 0.04], [0.05, -0.06, -0.23], [0.08, -0.14, 0.09], [0.18, 0.06, 0.03], [-0.03, 0.14, -0.12], [-0.07, -0.20, -0.02], [0.11, -0.02, 0.14], [0.51, 0.40, -0.33], [0.14, 0.07, 0.11], [0.04, -0.08, 0.10], [-0.11, -0.07, -0.15], [0.21, 0.02, 0.04], [-0.12, -0.09, -0.18], [0.23, -0.07, 0.17], [-0.16, -0.02, -0.09], [-0.04, -0.16, 0.16], [0.00, 0.16, 0.05]]
}


4.
{
  "formula": "C11H26CdN4O6S",
  "method": "ωB97M-V/def2-TZVPD",
  "homo_lumo_gap_ev": [4.5, 4.5],
  "homo_ev": [-5.897, -5.912],
  "charge": 0,
  "symbols": ["O", "H", "Cd", "N", "N", "N", "N", "O", "O", "O", "O", "C", "C", "C", "C", "C", "H", "H", "H", "C", "H", "H", "H", "C", "C", "H", "H", "H", "H", "H", "H", "H", "H", "C", "H", "H", "H", "O", "H", "H", "C", "S", "C", "H", "H", "H", "H", "H", "H"],
  "positions_angstrom": [[-0.008, 0.292, -5.098], [-0.484, -0.054, -5.858], [-0.114, 0.084, -0.347], [0.269, 1.781, 1.100], [1.558, 1.111, -1.168], [-1.228, -1.107, 1.219], [-0.383, -1.811, -1.194], [-0.166, 1.890, 2.319], [-1.424, -0.779, 2.573], [0.236, -2.129, -2.429], [2.213, 0.672, -2.155], [2.031, 2.183, -0.456], [1.367, 2.524, 0.766], [-1.308, -2.398, 0.913], [-0.792, -2.786, -0.402], [1.735, 3.624, 1.669], [1.987, 3.278, 2.685], [0.880, 4.306, 1.799], [2.574, 4.175, 1.254], [3.152, 2.870, -1.106], [2.875, 3.083, -2.151], [4.013, 2.186, -1.180], [3.411, 3.787, -0.578], [-2.001, -3.397, 1.782], [-0.849, -4.182, -0.908], [-2.627, -2.866, 2.500], [-1.309, -4.035, 2.340], [-2.623, -4.057, 1.177], [-0.072, -4.283, -1.668], [-1.812, -4.354, -1.397], [-0.722, -4.918, -0.118], [-1.154, 0.170, 2.675], [0.791, -1.340, -2.647], [-0.961, 0.798, -4.147], [-0.336, 1.415, -3.484], [-1.300, -0.037, -3.512], [-1.814, 1.365, -4.569], [-2.107, 1.127, -0.299], [-2.465, 0.470, 0.354], [-1.819, 1.793, 0.361], [3.736, -2.211, 1.004], [2.203, -1.293, 0.970], [2.224, -0.542, 2.587], [3.883, -2.645, 0.016], [3.621, -3.006, 1.739], [4.584, -1.580, 1.258], [1.198, -0.277, 2.873], [2.653, -1.282, 3.274], [2.809, 0.385, 2.586]],
  "atomic_forces_ev_per_a": [[-0.66, 0.26, -0.10], [0.01, -0.06, 0.02], [1.20, 1.93, -0.05], [2.93, 0.75, -0.93], [0.45, 1.88, 2.35], [0.57, -2.73, 1.60], [0.40, -2.69, 0.10], [-1.45, -0.20, 1.21], [-0.57, -0.89, -1.25], [-0.82, -0.02, 1.30], [0.40, -0.56, -1.61], [-1.26, -1.83, -1.78], [-2.61, -1.53, 0.29], [-0.89, 2.80, 1.42], [0.39, 1.53, -3.20], [0.34, 0.48, 0.50], [-0.04, -0.02, -0.34], [0.21, -0.18, -0.04], [0.07, 0.17, 0.16], [0.67, 0.31, -0.11], [0.13, 0.06, 0.27], [-0.07, 0.32, 0.09], [0.20, -0.07, -0.19], [0.22, 0.00, 0.31], [0.35, -0.11, 0.03], [0.12, -0.09, -0.05], [0.05, 0.12, -0.04], [0.01, 0.06, -0.06], [-0.08, -0.19, 0.11], [0.00, 0.02, 0.06], [0.04, 0.01, -0.03], [0.35, 0.41, -0.60], [-0.26, -0.17, 0.24], [1.01, -0.32, 0.55], [-0.49, 0.19, -0.23], [-0.40, 0.20, -0.27], [0.56, -0.31, 0.11], [-1.39, -0.23, 1.54], [-0.06, 0.58, -1.09], [0.19, 0.30, -0.52], [-0.02, -0.21, 0.07], [-0.26, -0.08, -0.32], [0.09, 0.18, 0.41], [0.04, 0.03, 0.04], [0.26, -0.10, 0.00], [0.01, 0.06, -0.05], [0.31, -0.14, -0.03], [-0.21, 0.34, 0.11], [-0.02, -0.26, 0.03]]
}


> The lowest charge belongs to which entry?

C11H26BClNO9S3


> The lowest charge belongs to which entry?

C11H26BClNO9S3